An isolated molecule of C4H7NO, computed with ωB97M-V/def2-TZVPD.

The HOMO energy (spin up / spin down) is -8.807 / -8.797 eV. The energy relative to the best compared isomer or geometry (same formula, charge and spin) comes out at 602.4 kJ/mol. Its total energy is -7793.4008 eV.

XYZ file:
```
13
Properties=species:S:1:pos:R:3:forces:R:3:nbo_charge:R:1
O 2.60236 -0.53814 -0.56427 0.375 -0.053 -0.080 -0.590
N 1.74207 0.53392 -0.27761 -0.495 0.066 0.131 -0.148
C 0.63735 0.04780 0.14735 0.131 -0.066 -0.039 0.018
C 0.40727 -1.37418 0.37973 0.195 0.267 -0.183 0.003
C -1.75944 0.08274 0.02604 -0.187 0.141 -0.048 -0.586
C -0.54858 0.90043 0.50220 -0.007 -0.014 0.049 -0.427
H 3.37085 -0.10304 -0.95223 -0.084 -0.131 0.053 0.482
H 0.42358 -1.92566 -0.58026 -0.013 0.123 0.141 0.138
H -1.57987 -0.97491 0.28936 -0.156 -0.031 0.010 0.211
H -1.87575 0.14234 -1.06059 -0.004 -0.018 0.172 0.215
H -2.70444 0.35478 0.50784 0.213 0.050 -0.114 0.225
H -0.47147 1.89022 0.03890 -0.020 -0.253 0.057 0.232
H -0.59089 1.03835 1.58863 0.052 -0.079 -0.147 0.228
```
Forces are in eV/Å.